1.
# C7H5ClNOS

An isolated ion of composition C7H5ClNOS and charge -1 at a distorted geometry (the ωB97M-V functional and the def2-TZVPD basis, the Open Molecules 2025 dataset).

Multiplicity   1
HOMO   -3.893 eV
Total charge   -1
SMILES string   [O-]C(=S)N(Cl)c1ccccc1
Energy above the lowest of the compared OMol25 structures with the same formula, charge and spin   118.1 kJ/mol
LUMO level   0.13036 Ha

Atoms and positions in Å:
1 C 1.01490 0.70322 2.10218
2 C 1.59519 0.90879 0.83785
3 C -0.21774 0.12818 2.10305
4 C 0.88649 0.63215 -0.28660
5 C -0.90445 -0.25521 0.99099
6 C -0.32579 -0.14427 -0.24309
7 C -0.48547 -1.14254 -2.93917
8 N -1.07836 -0.35032 -1.40372
9 O -1.19848 -2.03419 -3.20481
10 S 0.79436 -0.27363 -3.51505
11 Cl -2.65850 -0.74150 -1.13525
12 H 1.35062 1.08375 3.05568
13 H 2.58445 1.21648 0.68981
14 H -0.72332 0.04094 3.15703
15 H 1.36343 0.88503 -1.17988
16 H -1.99730 -0.65690 0.97101

Forces on atoms 1 to 3 (eV/Å):
0.426 0.250 -0.364
-0.999 -0.358 1.279
-1.687 -0.013 3.807

These are the natural (NBO) partial charges, in e, on atoms 1 to 4:
1. C -0.2993
2. C -0.2151
3. C -0.1954
4. C -0.2348

***

2.
# C22H22F5N5O4ReSbSe4Te

C22H22F5N5O4ReSbSe4Te as an isolated structure at a distorted geometry (the ωB97M-V functional and the def2-TZVPD basis, the Open Molecules 2025 dataset).

Multiplicity   1
HOMO (spin up / spin down)   -13.984 / -14.019 eV
Total charge   +2
LUMO level (spin up / spin down)   -0.25984 / -0.27513 Ha

Atoms and positions in Å:
1 Re -1.13526 1.73418 0.39387
2 O 0.14659 -0.73042 3.01552
3 C -0.76673 -0.43667 2.31120
4 N -1.26172 0.89569 2.14714
5 C -2.22848 1.34827 3.04489
6 O -2.70037 0.68811 3.92726
7 C -2.53301 2.77828 2.75602
8 C -3.29428 3.57870 3.57505
9 C -3.44043 4.91478 3.22916
10 C -2.81491 5.38818 2.08482
11 C -2.07832 4.51914 1.30180
12 N -1.93258 3.23345 1.64314
13 C -1.44997 -1.32466 1.32895
14 C -1.89855 -2.59523 1.62127
15 C -2.57751 -3.28114 0.62364
16 C -2.73000 -2.67718 -0.61433
17 C -2.22800 -1.40074 -0.81696
18 N -1.61137 -0.71879 0.15019
19 H -3.74642 3.14542 4.45644
20 H -4.03096 5.57900 3.84520
21 H -2.89700 6.42365 1.78775
22 H -1.58344 4.84612 0.39834
23 H -1.73545 -3.00964 2.60646
24 H -2.98245 -4.26644 0.81151
25 H -3.24788 -3.17489 -1.42210
26 H -2.32247 -0.91326 -1.77419
27 F -1.90701 3.03499 -1.34901
28 Te -3.71283 2.25299 -1.59379
29 F -4.54887 3.73710 -0.90399
30 F -5.25704 1.37186 -1.99956
31 F -3.71336 3.16103 -3.18709
32 F -2.80706 0.96058 -2.59994
33 O -3.26575 1.55258 0.00180
34 C 1.36236 -3.79204 -0.26189
35 C 2.00098 -3.30455 -1.55151
36 N 3.24851 -2.55017 -1.30350
37 C 4.46110 -3.34588 -0.96567
38 C 4.81599 -3.33764 0.51298
39 C 3.30888 -1.25761 -1.39667
40 O 4.46474 -0.69775 -1.16685
41 C 2.15730 -0.44282 -1.86381
42 C 2.14631 0.05034 -3.16960
43 C 1.09231 0.85112 -3.54993
44 C 0.10564 1.15370 -2.61919
45 N 0.11890 0.68232 -1.36959
46 C 1.13578 -0.11045 -1.00568
47 H 0.42839 -4.30111 -0.49936
48 H 1.14307 -2.96050 0.41178
49 H 2.00096 -4.50065 0.26332
50 H 1.31904 -2.66839 -2.10956
51 H 2.27091 -4.13981 -2.19658
52 H 5.28110 -2.94995 -1.56233
53 H 4.25045 -4.35446 -1.31408
54 H 5.28355 -2.40146 0.80689
55 H 5.51866 -4.14699 0.70645
56 H 3.93899 -3.49571 1.13880
57 H 2.94450 -0.18812 -3.86211
58 H 1.02522 1.25815 -4.54856
59 H -0.71141 1.80015 -2.89221
60 H 1.12455 -0.48178 0.01281
61 Se 3.25857 -0.22215 2.26324
62 Sb 4.24825 1.62547 1.29163
63 Se 0.92202 2.63482 0.60698
64 Se 4.86305 3.83024 1.58286
65 Se 4.76424 1.14867 -1.18951

Forces on atoms 1 to 3 (eV/Å):
0.897 -0.203 0.697
-0.154 -0.107 0.249
-0.076 0.106 -0.250

These are the natural (NBO) partial charges, in e, on atoms 1 to 4:
1. Re 1.1010
2. O -0.4522
3. C 0.7001
4. N -0.6617

***

3.
# CH4N3S2

A 2-piece molecular cluster, CH4N3S2 overall at a distorted geometry (the ωB97M-V functional and the def2-TZVPD basis, the Open Molecules 2025 dataset).

Multiplicity   1
HOMO (spin up / spin down)   -13.665 / -13.665 eV
Total charge   +1
Energy above the lowest of the compared OMol25 structures with the same formula, charge and spin   377.5 kJ/mol
LUMO level (spin up / spin down)   -0.21716 / -0.21727 Ha

Atoms and positions in Å:
1 C 0.09510 -0.11553 0.26854
2 N -1.01656 -0.50127 0.66795
3 N 1.20831 0.33143 0.75301
4 N -0.15678 0.38693 -1.83748
5 S -1.72104 -1.31942 1.98574
6 S -2.53193 -1.22688 0.13445
7 H 1.41397 0.50036 1.71728
8 H 1.86950 0.68238 0.15036
9 H 0.21775 1.32498 -1.55854
10 H 0.62168 -0.06297 -2.28131

Forces on atoms 1 to 3 (eV/Å):
0.253 1.690 -5.923
-1.814 -1.067 0.813
-1.016 -0.712 1.648

These are the natural (NBO) partial charges, in e, on atoms 1 to 4:
1. C 0.6668
2. N -0.6641
3. N -0.7507
4. N -0.6720

***

4.
# C39H41N4O5P3RhS

C39H41N4O5P3RhS as an isolated structure at a distorted geometry (the ωB97M-V functional and the def2-TZVPD basis, the Open Molecules 2025 dataset).

Multiplicity   1
HOMO   -10.244 eV
Total charge   +1
LUMO level   -0.15133 Ha

Atoms and positions in Å:
1 Rh 0.32079 -0.40147 0.51945
2 O -0.95851 -3.82737 5.39841
3 C -0.83715 -3.07168 4.48375
4 C -0.01598 -1.76579 4.47956
5 O 0.51494 -1.24568 5.42470
6 C -0.02381 -1.34553 3.07189
7 C -0.83394 -2.13425 2.29288
8 O -1.00019 -1.87408 1.01992
9 C -1.41462 -3.24592 3.06363
10 O -2.14058 -4.12643 2.68462
11 O 0.65033 -0.35358 2.53784
12 C 4.55288 -0.06501 -5.93994
13 S 5.30940 -1.31871 -4.88463
14 C 5.73080 -0.33224 -3.41735
15 C 4.73489 -0.48246 -2.27257
16 C 3.34068 -0.01591 -2.65817
17 N 2.36654 -0.16843 -1.57225
18 P 1.81432 1.00664 -0.47415
19 C 3.18811 1.70253 0.44428
20 C 3.40072 1.24650 1.74833
21 C 4.49810 1.70435 2.46397
22 C 5.37877 2.60504 1.88363
23 C 5.16690 3.06337 0.58803
24 C 4.07333 2.61660 -0.13278
25 C 1.19787 2.33332 -1.54901
26 C 1.15720 3.65632 -1.11218
27 C 0.59375 4.64235 -1.91076
28 C 0.07557 4.31616 -3.15650
29 C 0.13342 3.00367 -3.60870
30 C 0.68970 2.01764 -2.80905
31 P 1.21089 -1.38353 -1.34301
32 C 1.06796 -2.40259 -2.79934
33 C 2.02916 -3.38035 -3.05762
34 C 1.95420 -4.10829 -4.23309
35 C 0.92702 -3.86893 -5.13696
36 C -0.03295 -2.89961 -4.87704
37 C 0.03824 -2.15957 -3.70824
38 C 1.92221 -2.43625 -0.03137
39 C 1.23493 -3.59312 0.37238
40 C 1.75830 -4.39648 1.36745
41 C 2.95459 -4.04464 1.98647
42 C 3.63649 -2.90020 1.59819
43 C 3.12857 -2.09936 0.58877
44 H 4.35641 -0.54041 -6.89921
45 H 5.23908 0.76466 -6.10191
46 H 3.61105 0.30755 -5.53735
47 H 5.82712 0.71171 -3.72328
48 H 6.71687 -0.66036 -3.09166
49 H 5.08389 0.08351 -1.40203
50 H 4.68722 -1.53451 -1.97663
51 H 2.98725 -0.60295 -3.50939
52 H 3.35431 1.03336 -2.97065
53 H 2.70088 0.56139 2.20898
54 H 4.65673 1.36312 3.47815
55 H 6.23269 2.96075 2.44500
56 H 5.85303 3.77213 0.14407
57 H 3.90873 2.97850 -1.14075
58 H 1.58837 3.92852 -0.15615
59 H 0.57081 5.66678 -1.56280
60 H -0.36095 5.08499 -3.77990
61 H -0.25588 2.74793 -4.58529
62 H 0.72122 0.99603 -3.17185
63 H 2.82196 -3.57296 -2.34576
64 H 2.69665 -4.86624 -4.44246
65 H 0.87143 -4.44852 -6.04876
66 H -0.83754 -2.72787 -5.57902
67 H -0.71450 -1.41072 -3.48996
68 H 0.28656 -3.85025 -0.08335
69 H 1.22482 -5.28599 1.67564
70 H 3.34959 -4.66406 2.78093
71 H 4.56656 -2.62998 2.08042
72 H 3.67376 -1.21817 0.27912
73 C -2.88709 3.64055 0.28271
74 N -3.36401 2.45829 -0.43818
75 C -4.32337 1.74252 0.40615
76 N -3.79033 1.39102 1.71849
77 C -3.32066 2.60205 2.38472
78 N -2.32860 3.34363 1.60281
79 C -1.06502 2.61633 1.50806
80 P -1.34583 1.03268 0.62355
81 C -2.26000 1.59985 -0.86389
82 C -2.74622 0.37579 1.62084
83 H -3.73450 4.31287 0.42120
84 H -2.13429 4.14954 -0.32179
85 H -4.65124 0.83758 -0.10688
86 H -5.18831 2.39013 0.55340
87 H -2.89366 2.34223 3.35404
88 H -4.17827 3.25550 2.54791
89 H -0.67351 2.39486 2.50390
90 H -0.32795 3.22213 0.98558
91 H -2.64383 0.72664 -1.39738
92 H -1.60210 2.14715 -1.53646
93 H -2.38636 0.10150 2.61453
94 H -3.12890 -0.52780 1.14643

Forces on atoms 1 to 3 (eV/Å):
0.288 -1.082 0.091
-0.058 0.000 0.016
0.044 0.006 -0.016

These are the Löwdin partial charges, in e, on atoms 1 to 4:
1. Rh 0.6731
2. O 0.1833
3. C -0.2262
4. C -0.2704